This record from the Open Molecules 2025 dataset describes a 2-piece molecular cluster, H5N5 overall in a non-equilibrium geometry. The level of theory is ωB97M-V with the def2-TZVPD basis set.

Its calculated total energy is -7525.6542 eV. The net charge is 0. The value obtained for the HOMO-LUMO gap (alpha / beta) is 8.60 / 8.05 eV. The calculation puts the LUMO energy (alpha / beta) at 0.39 / -0.33 eV. The value obtained for the HOMO energy (alpha / beta) is -8.2 / -8.4 eV. The maximum force comes out at 1.072 eV/Å.

Atoms and positions in Å:
H: -2.36 -0.37 -0.31
H: -1.19 2.09 -0.70
H: -0.04 1.98 0.43
N: -0.58 -0.87 -0.01
N: -1.41 -0.09 -0.59
H: 1.48 -2.06 -0.01
N: 0.51 -0.32 0.36
N: -0.26 1.71 -0.53
H: 2.24 -0.96 1.07
N: 1.61 -1.10 0.29

---

This record from the Open Molecules 2025 dataset describes a 2-piece molecular cluster, H5NO overall in a non-equilibrium geometry. The level of theory is ωB97M-V with the def2-TZVPD basis set.

Its calculated total energy is -3618.6639 eV. The net charge is 0. The value obtained for the HOMO-LUMO gap is 10.94 eV. The calculation puts the LUMO energy at 0.94 eV. The value obtained for the HOMO energy is -10.0 eV. The maximum force comes out at 1.225 eV/Å.

Atoms and positions in Å:
H: 0.79 0.46 -2.80
O: 0.06 -0.43 2.76
N: -0.15 0.49 -2.40
H: -0.06 0.29 -1.40
H: 0.28 -0.96 3.56
H: -0.25 0.43 3.11
H: -0.67 -0.29 -2.82

---

This record from the Open Molecules 2025 dataset describes a 2-piece molecular cluster, H5NO2P2 overall in a non-equilibrium geometry. The level of theory is ωB97M-V with the def2-TZVPD basis set.

Its calculated total energy is -24243.6696 eV. The net charge is 0. The value obtained for the HOMO-LUMO gap is 8.40 eV. The calculation puts the LUMO energy at -0.03 eV. The value obtained for the HOMO energy is -8.4 eV. The maximum force comes out at 3.547 eV/Å.

Atoms and positions in Å:
P: -0.38 -1.21 -0.98
P: -0.27 -3.18 -0.60
H: 0.78 0.22 0.96
H: 0.12 1.35 0.10
H: -0.86 -2.95 0.64
H: -1.91 0.31 -0.17
O: -0.15 -0.59 -2.27
H: 1.73 1.21 0.04
N: 0.90 0.73 0.11
O: -1.56 -0.59 -0.09

---

This record from the Open Molecules 2025 dataset describes H5NO2P2 as an isolated structure in a non-equilibrium geometry. The level of theory is ωB97M-V with the def2-TZVPD basis set.

Its calculated total energy is -24243.2692 eV. The net charge is 0. The value obtained for the HOMO-LUMO gap is 7.16 eV. The calculation puts the LUMO energy at -1.00 eV. The value obtained for the HOMO energy is -8.2 eV. The maximum force comes out at 4.660 eV/Å.

Atoms and positions in Å:
H: 0.78 1.23 -0.29
H: 0.01 -1.75 2.16
N: 0.07 -0.89 1.65
H: -1.57 -0.61 -1.10
P: -1.10 0.62 -1.60
H: -0.69 -0.27 1.52
O: 1.45 1.16 0.81
P: 1.54 -0.42 1.09
H: -0.96 0.17 -2.96
O: 0.46 0.75 -1.28

---

This record from the Open Molecules 2025 dataset describes a single H5NO3Si molecule in a non-equilibrium geometry. The level of theory is ωB97M-V with the def2-TZVPD basis set.

Its calculated total energy is -15595.7777 eV. The net charge is 0. The value obtained for the HOMO-LUMO gap is 10.72 eV. The calculation puts the LUMO energy at 0.43 eV. The value obtained for the HOMO energy is -10.3 eV. The maximum force comes out at 6.898 eV/Å.

Atoms and positions in Å:
O: -1.07 0.00 1.52
H: 1.69 -0.51 1.03
H: 1.77 1.07 0.16
H: -1.80 -0.46 1.30
H: -0.30 1.64 -1.55
H: -0.03 -1.85 -1.26
O: -0.64 -1.38 -0.64
O: -0.76 1.35 -0.86
N: 1.44 0.07 0.23
Si: -0.31 0.07 0.09

---

This record from the Open Molecules 2025 dataset describes a 2-piece molecular cluster, H5NOSSi overall in a non-equilibrium geometry. The level of theory is ωB97M-V with the def2-TZVPD basis set.

Its calculated total energy is -22332.1483 eV. The net charge is 0. The value obtained for the HOMO-LUMO gap is 8.84 eV. The calculation puts the LUMO energy at 0.13 eV. The value obtained for the HOMO energy is -8.7 eV. The maximum force comes out at 2.922 eV/Å.

Atoms and positions in Å:
H: -1.76 -2.20 -1.11
H: -0.06 -0.02 1.47
H: -2.71 -1.02 -0.59
Si: 1.25 0.30 0.97
S: 2.81 -1.00 1.33
O: -1.79 -1.29 -0.81
H: 1.50 1.69 -0.93
H: -0.08 2.05 -0.13
N: 0.84 1.49 -0.18

---

Question: What is the calculated total energy in the second record?
Answer: -3618.6639 eV

---

Question: Number 5 is which compound?
Answer: H5NO3Si